## i
A structure of composition C22H24N5O7Sm, computed with wB97M-V/def2-TZVPD.

Atoms and positions in Å:
Sm: 0.0633 -0.5567 0.1188
O: -0.5470 -4.2338 1.6582
C: 0.0420 -3.1858 1.6822
O: 0.5525 -2.5765 0.6220
C: 0.2711 -2.4196 2.9764
C: 1.5921 -1.6181 2.8565
C: 2.1234 -1.0076 4.1578
C: 0.9906 -0.0728 4.5237
C: 0.0741 -0.0502 3.2853
O: 1.0242 -0.3652 2.2239
C: -0.7825 -1.3237 3.3728
C: -1.9605 -1.3138 2.4863
O: -1.8400 -0.6813 1.3032
O: -3.0244 -1.9100 2.8101
H: 0.2721 -3.1017 3.8793
H: 2.3631 -1.9643 2.1860
H: 2.3598 -1.7006 4.9862
H: 3.1396 -0.4839 3.9343
H: 0.4773 -0.4882 5.4398
H: 1.4182 0.8880 4.8492
H: -0.3869 0.8900 3.0417
H: -1.1095 -1.3238 4.4085
O: 3.0010 3.1786 -5.6341
N: 2.5063 4.0118 -4.8394
O: 2.4254 5.2219 -5.0391
C: 1.9567 3.4898 -3.5907
C: 1.0481 4.2959 -2.8880
C: 0.2036 3.7632 -1.8909
C: -0.7292 4.5667 -1.2512
C: -1.5274 3.9863 -0.2703
C: -1.3995 2.6384 -0.0263
N: -0.4336 1.8476 -0.5157
C: 0.3333 2.3946 -1.5072
C: 1.4302 1.6859 -2.0845
N: 1.5525 0.3626 -1.5853
C: 2.5075 -0.3568 -2.1446
C: 3.5598 0.2117 -2.8564
C: 3.5298 1.5296 -3.3229
C: 2.2696 2.1690 -3.1160
H: 0.9723 5.3085 -3.2271
H: -0.8028 5.6153 -1.4462
H: -2.2673 4.5985 0.1750
H: -2.0752 2.0954 0.6632
H: 2.5524 -1.4165 -1.9062
H: 4.4004 -0.3971 -3.1833
H: 4.2859 1.9263 -4.0101
N: -3.5168 -3.4357 0.4871
C: -3.5287 -2.4881 -0.7247
C: -2.3651 -2.7013 -1.6892
N: -1.5143 -1.5227 -1.7818
H: -3.7043 -2.8591 1.3468
H: -2.5387 -3.7821 0.5722
H: -4.2083 -4.1529 0.3400
H: -3.4170 -1.4680 -0.3183
H: -4.5676 -2.5235 -1.0905
H: -2.6369 -3.1864 -2.6268
H: -1.6061 -3.4790 -1.1746
H: -2.0568 -0.7938 -2.2373
H: -0.7515 -1.7349 -2.4077

Output
<S²>   8.76
Net charge   +2
Frontier orbital gap (spin up / spin down)   8.2845 / 8.3003 eV
Multiplicity   6



## ii
A structure of composition C22H24N5O7Sm, computed with wB97M-V/def2-TZVPD.

Atoms and positions in Å:
Sm: -0.5494 0.3226 0.4085
O: -1.7884 2.3885 -0.1488
C: -1.6500 1.8355 -1.3216
O: -1.9550 0.5941 -1.5172
C: -1.0268 2.6146 -2.4637
C: -1.2986 1.9681 -3.8661
C: -1.0179 3.1066 -4.8704
C: 0.5301 3.1973 -4.7927
C: 0.8833 2.0818 -3.7770
O: -0.1564 1.0389 -4.1202
C: 0.5480 2.6918 -2.3693
C: 1.1626 1.7657 -1.2883
O: 1.3049 2.1971 -0.0887
O: 1.3616 0.5690 -1.6429
H: -1.4337 3.6169 -2.4704
H: -2.2912 1.5621 -4.0299
H: -1.6174 4.0298 -4.5557
H: -1.2620 2.8165 -5.9006
H: 0.8793 4.1925 -4.3555
H: 1.0291 3.0757 -5.7664
H: 1.9300 1.7123 -3.9113
H: 0.9322 3.7429 -2.2124
O: -0.8740 -0.7250 7.6764
N: 0.2008 -1.2052 7.1959
O: 1.1412 -1.6373 7.9000
C: 0.4163 -1.1564 5.7892
C: 1.5583 -1.7720 5.2766
C: 1.8370 -1.7499 3.9014
C: 3.0479 -2.2510 3.3178
C: 3.2895 -2.0681 1.9611
C: 2.3391 -1.3729 1.1845
N: 1.1685 -0.9643 1.6695
C: 0.9380 -1.0608 3.0194
C: -0.1841 -0.4522 3.5809
N: -0.9308 0.3159 2.6599
C: -1.9092 1.1220 3.1483
C: -2.3370 1.0062 4.4362
C: -1.7102 0.1136 5.3339
C: -0.5417 -0.5134 4.9372
H: 2.2917 -2.1668 5.9730
H: 3.7561 -2.7118 4.0397
H: 4.1298 -2.4531 1.4302
H: 2.6048 -1.1377 0.1514
H: -2.3195 1.8657 2.5372
H: -3.1624 1.6183 4.7775
H: -2.0405 0.0367 6.3661
N: -0.1451 -2.5113 -4.1901
C: -1.1382 -2.5318 -3.0434
C: -0.2041 -2.3365 -1.8236
N: -0.9157 -2.1459 -0.5341
H: -0.5538 -2.3199 -5.1502
H: 0.4077 -3.4054 -4.1347
H: 0.4760 -1.7621 -3.8922
H: -1.7204 -3.4754 -3.0608
H: -1.8208 -1.6883 -3.2415
H: 0.3801 -1.4227 -1.9831
H: 0.4825 -3.2288 -1.7733
H: -0.5494 -2.7956 0.1709
H: -1.9229 -2.1774 -0.5467

Output
<S²>   8.76
Net charge   +2
Frontier orbital gap (spin up / spin down)   7.5553 / 7.5784 eV
Multiplicity   6



It is i that is most stable; the runner-up trails by 0.0574 hartree.